1.
{
  "formula": "C27H58N3O12P4S2",
  "method": "ωB97M-V/def2-TZVPD",
  "total_energy_ev": -116797.134,
  "e_homo_ev": -3.97,
  "total_charge": -1,
  "species": ["H", "C", "C", "C", "H", "H", "O", "N", "O", "H", "N", "O", "C", "C", "H", "C", "H", "H", "H", "H", "C", "H", "H", "H", "H", "H", "H", "H", "H", "H", "O", "C", "H", "O", "O", "H", "H", "H", "C", "C", "H", "H", "H", "H", "H", "H", "H", "H", "H", "S", "H", "H", "C", "H", "P", "C", "O", "C", "H", "H", "C", "C", "H", "C", "H", "C", "H", "H", "H", "H", "C", "H", "H", "H", "C", "O", "C", "P", "H", "H", "H", "S", "C", "C", "N", "C", "H", "C", "C", "H", "H", "H", "H", "H", "C", "P", "O", "H", "O", "P", "O", "H", "O", "H", "C", "H"],
  "coordinates": [[3.937, -2.977, -6.634], [-6.894, -3.644, -1.456], [-2.576, 3.779, 3.874], [-4.162, -0.674, -1.559], [-4.311, -7.109, 0.055], [3.489, -3.975, -5.266], [-2.774, -3.835, 0.554], [-2.008, 6.029, 3.412], [1.946, -3.448, -3.370], [-0.841, -1.663, -7.918], [-2.657, 4.917, 2.995], [-4.505, -3.668, -2.189], [3.404, 4.754, 1.375], [0.413, 0.001, 2.859], [-7.877, -4.017, -1.758], [1.793, 0.351, 3.633], [-1.676, 1.738, 1.707], [5.082, 2.055, 4.845], [2.281, 2.897, 2.786], [-2.584, 0.139, 2.243], [5.562, 2.613, 3.949], [-0.215, -5.066, -3.157], [5.975, 5.978, 3.739], [-5.349, -6.265, 2.046], [3.428, -1.688, -3.904], [0.285, -2.705, -7.057], [-1.436, -0.468, -5.895], [-0.943, -5.576, -4.684], [3.712, 3.850, 4.096], [-1.883, -3.221, -2.969], [-1.806, 4.259, 4.979], [3.173, 1.201, 1.464], [-6.913, -2.553, -1.488], [-0.421, -1.555, -4.528], [4.047, 5.181, -1.165], [-6.741, -3.941, -0.417], [6.683, 2.792, 4.088], [-3.689, -6.672, 2.521], [3.203, -1.829, -4.962], [2.300, 2.531, 1.688], [-5.784, -5.294, -2.318], [1.876, -0.424, 4.493], [-0.474, 1.776, 4.064], [-1.442, -2.835, -6.731], [-6.095, -3.960, -3.399], [3.277, 6.399, 3.571], [-4.172, -4.985, 2.260], [5.202, 3.289, 1.459], [0.344, 2.981, -0.339], [-3.317, 2.122, 3.561], [3.525, -0.918, -5.476], [5.573, 5.035, 1.849], [3.951, 5.682, 0.140], [-3.184, -1.175, 0.306], [2.401, 5.848, 2.556], [-0.814, 0.788, 3.578], [-4.509, -5.114, -0.343], [3.113, 0.181, 2.742], [4.058, 0.253, 3.397], [-5.133, -0.807, -2.042], [-5.817, -4.203, -2.369], [-4.178, -1.236, -0.149], [3.100, -0.909, 2.346], [-1.444, 5.607, 4.680], [-2.538, -3.616, -4.554], [3.947, -3.023, -5.540], [1.487, 4.968, 3.264], [0.459, 0.169, 1.730], [5.447, 1.879, 3.059], [0.297, -0.381, -6.078], [4.743, 3.999, 3.634], [0.177, 4.730, 1.148], [-2.839, -6.187, 0.294], [4.791, 5.670, 5.119], [-3.920, -6.158, 0.433], [1.797, -1.966, -5.173], [-2.052, -4.042, -3.674], [-3.629, -3.750, -0.718], [-3.421, -1.190, -2.177], [1.200, 2.217, 1.479], [4.988, -3.027, -5.205], [1.457, 7.339, 1.750], [-0.523, -1.071, -5.868], [-0.637, -2.130, -6.950], [2.610, 3.647, 0.713], [5.569, 5.162, 4.426], [-4.862, -0.648, 0.468], [-2.045, 1.101, 2.598], [4.793, 4.199, 2.045], [1.694, 1.369, 4.153], [0.215, -1.117, 3.070], [-0.809, 6.309, 5.308], [-1.222, 0.143, 4.448], [6.355, 4.682, 5.103], [-4.294, -6.008, 1.900], [1.034, 4.175, 0.130], [-4.642, -2.580, -0.132], [2.672, 0.606, 0.603], [0.097, -3.833, -4.790], [0.826, -2.589, -3.973], [4.375, 6.881, 0.317], [4.249, 1.377, 1.133], [1.033, 5.151, -1.053], [-2.732, -4.758, -3.209], [-0.741, -4.710, -4.049], [-3.916, 0.391, -1.550]]
}


2.
{
  "formula": "C27H58N3O4",
  "method": "ωB97M-V/def2-TZVPD",
  "s2": 0.75,
  "e_above_lowest_kcal_mol": 0.0,
  "total_energy_ev": -41597.575,
  "spin_multiplicity": 2,
  "e_homo_ev": [-8.05, -8.05],
  "species": ["H", "H", "C", "O", "H", "N", "H", "H", "H", "H", "H", "H", "H", "C", "N", "H", "H", "C", "H", "H", "O", "H", "C", "H", "C", "C", "C", "H", "H", "H", "O", "H", "C", "H", "H", "C", "H", "C", "H", "N", "C", "H", "C", "H", "C", "H", "C", "H", "C", "H", "C", "H", "H", "H", "C", "H", "H", "H", "C", "H", "H", "H", "C", "H", "H", "H", "H", "H", "C", "C", "H", "H", "H", "C", "C", "H", "H", "H", "H", "C", "H", "H", "C", "H", "H", "C", "O", "H", "C", "H", "H", "H"],
  "coordinates": [[1.050, -2.019, -3.476], [-2.712, -1.741, -0.065], [1.894, -3.148, -0.339], [1.814, -0.638, -5.473], [1.863, -4.643, -2.393], [-0.426, -2.528, -1.084], [-0.123, 0.855, -1.114], [0.481, 0.666, -3.868], [4.042, 1.033, -1.975], [4.894, -1.760, -0.155], [-2.617, -0.740, -1.559], [-5.030, -0.382, -1.220], [4.593, 0.853, 6.321], [-0.687, -1.136, -0.613], [-6.818, 0.590, -1.601], [2.037, 1.232, -0.923], [2.825, -3.568, -0.729], [4.456, 0.694, 5.253], [2.165, -2.255, 0.211], [-7.774, 0.990, -3.469], [4.582, 0.285, -0.202], [-6.011, -0.304, -4.128], [-0.115, -0.117, -1.622], [4.108, -0.671, -4.465], [-0.186, -0.922, 0.832], [-8.692, 2.181, -1.937], [-2.206, -0.919, -0.567], [4.412, 3.947, 6.275], [3.136, 4.201, 3.602], [4.146, 1.592, 2.357], [3.642, 0.176, -4.456], [1.929, 4.129, 5.543], [-5.509, 0.149, -2.046], [2.583, -2.045, -2.596], [-0.978, -1.218, 1.526], [3.039, 1.056, 4.786], [1.844, 1.521, -3.155], [1.323, -0.352, -2.135], [0.019, 0.133, 1.017], [2.712, 2.462, 4.624], [3.639, 2.555, 2.331], [4.101, -0.738, -1.937], [-8.399, -1.395, -1.952], [-9.198, -1.902, -1.409], [2.299, 0.176, -1.061], [2.308, 0.623, 5.472], [1.468, 0.532, -3.424], [4.201, 3.193, 1.650], [0.859, -4.226, -2.285], [-0.813, -0.027, -2.457], [3.561, 3.199, 3.705], [1.458, -3.882, 0.341], [2.860, 0.558, 3.829], [4.648, -0.363, 5.055], [-5.424, -0.719, -3.308], [2.642, 2.404, 1.913], [1.638, 2.632, 6.385], [-9.075, 2.919, -2.642], [-7.666, -0.431, -1.009], [-4.387, -0.775, -3.646], [3.896, 2.642, 7.350], [-8.857, -0.871, -2.792], [2.405, 3.191, 5.842], [0.679, -1.522, 1.094], [-9.502, 1.482, -1.727], [3.224, 4.254, 7.534], [2.132, -0.292, -0.093], [0.257, -4.943, -1.728], [2.295, -0.049, -4.540], [3.802, 0.154, -1.375], [-4.904, 1.048, -2.208], [-7.740, -2.165, -2.352], [-8.412, 0.070, -0.388], [0.954, -2.892, -1.528], [4.746, -0.917, 0.531], [-8.430, 2.694, -1.011], [5.795, 0.117, 2.092], [4.586, 3.337, 4.087], [3.849, -1.113, 1.134], [3.557, 3.519, 6.799], [6.848, -0.628, 0.873], [6.052, -1.651, 2.073], [-7.475, 1.488, -2.532], [-6.744, 2.251, -2.813], [-5.757, -1.740, -3.127], [1.512, -1.835, -2.503], [-1.358, -3.009, -1.822], [-7.052, -1.005, -0.310], [5.937, -0.757, 1.458], [5.217, 1.269, 4.723], [0.434, -4.099, -3.279], [-2.370, -0.002, 0.009]]
}